{
  "formula": "C4H7BNO2P",
  "method": "ωB97M-V/def2-TZVPD",
  "species": ["H", "H", "H", "O", "C", "C", "C", "P", "N", "H", "H", "O", "B", "H", "H", "C"],
  "positions_angstrom": [[-2.97997, 1.71185, 0.07865], [3.40384, 1.81394, -0.08103], [-0.76436, -3.22524, 0.02453], [0.72149, 1.71053, 0.11839], [-1.64452, -1.21926, 0.02374], [-0.59166, -2.19423, 0.10758], [1.33744, -0.64860, 0.25151], [-1.68648, 1.54410, 0.25286], [-1.53610, 0.03068, -0.33371], [0.86297, 2.72474, 0.06151], [1.37908, -2.65772, 0.38432], [3.04536, 0.93703, -0.13545], [1.73596, 0.76106, 0.13094], [-2.69872, -1.57776, 0.02232], [-1.38060, 2.12233, -1.09447], [0.79627, -1.83345, 0.18833]],
  "homo_ev": [-7.3, -7.1],
  "energy_ev": -19807.889,
  "de_lowest_ev": 5.901,
  "homo_lumo_gap_ev": [6.38, 5.57]
}



{
  "formula": "C18H16AsO7P2PdS",
  "method": "ωB97M-V/def2-TZVPD",
  "species": ["C", "C", "C", "C", "C", "H", "H", "C", "H", "C", "H", "C", "C", "H", "O", "C", "H", "C", "O", "O", "Pd", "P", "S", "C", "H", "C", "H", "As", "H", "C", "O", "P", "O", "H", "C", "H", "H", "H", "H", "H", "C", "C", "H", "C", "O", "O"],
  "positions_angstrom": [[-1.14822, -3.23364, -0.43583], [-3.90687, -2.61522, -0.41863], [-3.01657, -1.72842, -1.02242], [-2.16566, 1.32050, -2.60632], [-3.08560, 0.67017, -5.15351], [-3.41986, 3.05119, -2.77681], [-3.42487, 0.41405, -6.14534], [-3.07957, 2.15325, -3.27001], [-4.25036, 2.46438, -5.02336], [1.05250, -2.10657, -4.54253], [-1.84384, -5.27768, 0.00671], [0.44075, -3.94433, -5.96066], [-2.18535, -0.16201, -4.50333], [2.15387, -2.69412, -6.27922], [0.37767, -1.17467, 2.62694], [-2.18056, -4.27318, -0.19058], [-0.91990, -3.45948, 1.60091], [-1.67075, -2.03730, -1.17434], [-1.92370, -0.37491, 1.92236], [1.73717, -3.15876, 1.87055], [-0.74588, -0.07338, 0.05436], [-0.64773, 0.13326, 2.55762], [-1.57514, 1.85330, -1.05330], [-0.64890, -4.21178, -5.14555], [-3.41846, -0.82280, -1.46673], [-1.73189, 0.12752, -3.22194], [-1.31188, -5.03147, -5.38067], [-0.40525, -1.00178, -2.27576], [-1.75815, -3.63096, -3.39735], [1.29631, -2.89739, -5.65508], [1.24081, -1.21097, 0.20106], [1.01460, -1.98589, 1.44308], [-0.78505, 0.46839, 4.06932], [-1.82623, -1.05798, -4.99311], [-3.53995, 1.82264, -4.52731], [-4.21992, -4.64824, 0.20852], [-1.49485, 0.01239, 4.52183], [-4.94049, -2.34143, -0.29656], [1.72014, -1.29011, -4.27920], [-0.22040, -3.62465, -0.87546], [-0.05813, -2.35868, -3.73967], [-0.90235, -3.42492, -4.03123], [0.61877, -4.54887, -6.83756], [-3.48623, -3.91714, -0.09019], [0.01630, 1.19595, 1.75020], [-0.75913, -2.74389, 0.95936]],
  "homo_ev": [-11.5, -11.5],
  "energy_ev": -126984.274,
  "homo_lumo_gap_ev": [5.03, 5.04],
  "charge": 1
}



{
  "formula": "C6H14N2",
  "method": "ωB97M-V/def2-TZVPD",
  "species": ["H", "H", "C", "H", "H", "H", "C", "H", "N", "N", "H", "C", "H", "C", "H", "H", "H", "C", "H", "H", "H", "C"],
  "positions_angstrom": [[-2.05653, -2.36293, 1.50801], [-0.56949, -2.80050, -0.14837], [-0.14361, 1.08377, -0.85401], [-2.17083, 0.66106, -0.26471], [-0.65116, 2.10426, 0.95004], [-2.02875, 1.47193, -1.82580], [0.14363, 1.83480, 0.27230], [0.98363, 2.51597, 0.26821], [0.63449, 1.29359, -2.02638], [-1.21206, -1.79631, 1.55774], [0.46652, -0.39922, -0.35445], [1.30561, -0.45954, 1.60206], [1.59886, 1.52618, -1.83363], [-0.36386, -2.08903, 0.66539], [2.36668, -0.22403, 1.58860], [0.78812, 0.61203, 1.37230], [1.65444, -1.86808, -0.01049], [0.86694, -1.28659, 0.47025], [-1.62160, -0.25355, -1.65924], [1.01605, -0.82089, 2.58303], [0.57105, 0.53132, -2.68765], [-1.57811, 0.72575, -1.17320]],
  "homo_ev": -8.0,
  "energy_ev": -9426.661,
  "de_lowest_ev": 2.823,
  "homo_lumo_gap_ev": 8.89
}



{
  "formula": "C4H7NO",
  "method": "ωB97M-V/def2-TZVPD",
  "species": ["C", "H", "C", "O", "C", "H", "H", "H", "H", "N", "C", "H", "H"],
  "positions_angstrom": [[-2.00918, -0.80181, 0.50773], [0.73148, -0.75411, -0.88294], [-0.01874, 0.87509, 0.41360], [-3.27656, -0.34200, -0.08380], [1.05870, 0.29171, -0.55824], [0.00569, 2.03171, 0.47094], [0.10799, 0.47978, 1.43657], [-1.62001, -1.73884, 0.09187], [1.06833, 0.96836, -1.45572], [-2.57448, 0.85286, -0.49413], [-1.46379, 0.47519, 0.08675], [-2.11942, -0.94405, 1.58255], [2.08760, 0.35372, -0.16358]],
  "homo_ev": -9.7,
  "energy_ev": -7795.746,
  "de_lowest_ev": 3.899,
  "homo_lumo_gap_ev": 10.54
}



{
  "formula": "C4H9NO",
  "method": "ωB97M-V/def2-TZVPD",
  "species": ["H", "C", "N", "C", "H", "H", "H", "O", "C", "H", "H", "H", "H", "C", "H"],
  "positions_angstrom": [[-1.54618, -0.50802, -0.18868], [-1.65158, 0.57823, -1.88886], [-1.08203, 0.24409, -0.60622], [0.49518, 0.12562, 1.17851], [2.68945, -0.40184, 1.20476], [0.59824, 1.00570, 1.94356], [-2.60647, 1.20858, -1.76301], [1.19722, 0.58740, -1.02140], [0.24382, 0.36208, -0.30445], [1.85377, -1.21755, 2.54604], [-1.03319, 1.15401, -2.63969], [1.56997, -1.72013, 0.92152], [-0.42215, -0.21481, 1.57208], [1.75526, -0.84534, 1.51625], [-2.06131, -0.35801, -2.47041]],
  "homo_ev": -9.7,
  "energy_ev": -7830.818,
  "de_lowest_ev": 1.502,
  "homo_lumo_gap_ev": 10.59
}



{
  "formula": "C8H7F18N3O16S6Zr",
  "method": "ωB97M-V/def2-TZVPD",
  "species": ["F", "F", "F", "S", "F", "O", "F", "O", "F", "S", "O", "F", "S", "O", "S", "O", "H", "O", "O", "F", "N", "H", "C", "C", "F", "O", "O", "C", "C", "N", "H", "S", "F", "O", "F", "H", "F", "O", "H", "N", "F", "C", "O", "H", "F", "O", "F", "H", "O", "C", "C", "S", "F", "F", "Zr", "C", "F", "O", "O"],
  "positions_angstrom": [[1.07033, 2.59588, 6.57011], [-2.36110, -2.49785, 4.26568], [-2.99174, -4.49535, 4.00788], [2.00179, 1.47304, 4.26645], [-0.71907, -0.21757, -5.35961], [-2.06414, -3.77703, 0.79408], [-5.61199, 0.76764, 1.14450], [3.31158, 1.45205, 4.98858], [-4.26573, 0.03736, -0.44006], [-0.76254, -2.55828, -3.90893], [3.84150, 3.66213, 2.09980], [-1.25810, -1.77822, -6.49736], [2.59540, 3.62599, 2.93263], [1.98503, -3.00287, 0.81300], [-3.41155, -0.44182, 2.16968], [-0.98738, 2.65556, -1.74947], [-1.66303, 4.75024, -3.29583], [-2.92667, 0.88459, 2.50591], [-1.96227, -2.44208, -3.07853], [3.78253, -3.96967, -3.93672], [1.86853, 2.18675, 2.64354], [2.74951, -3.03203, 1.38829], [-4.77912, -0.28207, 0.76414], [0.60237, 2.20428, 5.40057], [0.15011, 3.21844, 4.77158], [1.50592, 0.13617, 3.93955], [-4.27512, -3.07743, 1.59859], [2.40863, -3.98969, -4.16875], [-0.62892, 4.42106, -3.39761], [-2.15605, -1.21341, 1.50309], [-0.29413, 4.10904, -4.38688], [1.85661, -2.16869, -4.52272], [-0.38457, 1.27475, 5.46828], [-4.06811, -0.99060, 3.38550], [1.24758, 5.96513, 3.38852], [4.95625, 0.66659, -0.23882], [-5.61798, -1.38925, 0.65297], [2.75626, 4.08486, 4.35824], [5.02490, -0.48161, -1.22310], [0.64597, -1.71347, -3.20754], [-0.94614, -4.00470, 3.50422], [-0.20897, 3.39159, -2.37642], [0.98972, 2.96540, -2.29801], [-0.09960, 5.34144, -3.15097], [0.07219, 4.51576, 2.30922], [1.29448, -2.32086, -5.81439], [1.81587, -4.46101, -3.12871], [1.85570, -3.91100, 0.53952], [3.02134, -1.29401, -4.24181], [-1.42074, -1.32679, -5.27100], [1.27702, 5.01561, 2.42051], [-2.80858, -2.92255, 1.73214], [-2.72507, -1.02175, -4.99265], [1.70860, 5.48571, 1.27377], [0.91030, 0.08350, -0.02320], [-2.19509, -3.50804, 3.48597], [2.30067, -4.76903, -5.23561], [-0.45074, -3.86040, -4.54018], [4.43749, -0.05131, -0.60179]],
  "homo_ev": -10.7,
  "energy_ev": -160821.617,
  "homo_lumo_gap_ev": 2.50
}



{
  "formula": "C5H10N3",
  "method": "ωB97M-V/def2-TZVPD",
  "species": ["C", "C", "H", "C", "H", "H", "N", "C", "H", "H", "H", "N", "N", "H", "H", "C", "H", "H"],
  "positions_angstrom": [[1.42435, -1.59534, -0.08011], [-0.39298, -0.11510, 0.23794], [2.41926, -1.90354, 0.40453], [-2.41419, 0.93422, 0.06126], [0.64332, -2.19646, 0.43561], [-2.90366, 1.96811, 0.38560], [1.88359, 2.04309, -0.17339], [-3.35127, 0.04174, -0.20303], [-4.45443, 0.21652, -0.15072], [2.81095, 2.48313, -0.03139], [3.01812, 0.43292, -0.37052], [0.98603, -0.21070, 0.05417], [-1.07220, 0.93317, 0.05610], [-1.01044, -0.95216, 0.56208], [1.06118, 2.59661, 0.00261], [1.95972, 0.71554, -0.11344], [1.35709, -1.73746, -1.12798], [-3.06807, -1.04524, -0.39016]],
  "homo_ev": -12.8,
  "energy_ev": -9808.772,
  "de_lowest_ev": 2.976,
  "homo_lumo_gap_ev": 8.12,
  "charge": 1
}



{
  "formula": "C5H15NO4",
  "method": "ωB97M-V/def2-TZVPD",
  "species": ["H", "H", "H", "H", "H", "C", "H", "C", "H", "H", "O", "H", "H", "O", "H", "N", "C", "H", "H", "O", "H", "C", "H", "O", "C"],
  "positions_angstrom": [[-1.12620, -0.67886, -0.60205], [0.72800, 2.86100, -1.82037], [-0.98572, 1.15220, 0.92677], [2.59781, -0.43045, 2.59807], [1.41500, -0.39789, -1.84520], [2.02480, -0.34936, 1.61979], [-1.54076, -0.09731, -3.23393], [0.66400, 0.06564, -1.20575], [0.31387, -1.62666, 0.11568], [2.39691, 0.08316, 0.82741], [0.51807, 2.61733, -2.71890], [-1.03455, -1.61545, 2.26324], [1.23822, 0.91596, -0.93801], [-1.64826, -0.07240, 3.40762], [0.57589, 0.64485, 2.91271], [0.82117, 0.65900, 1.83624], [-1.53868, -0.57005, 2.18890], [-2.51686, -0.74068, 1.70197], [1.65829, -1.39050, 1.45084], [-1.98616, -1.02902, -3.25673], [-1.61508, -1.53311, -2.66160], [-0.20288, -0.57374, -0.04097], [-0.04712, 1.62207, -2.53769], [-0.28118, 0.30981, -2.23483], [-0.42858, 0.17448, 1.24677]],
  "homo_ev": [-4.2, -4.2],
  "energy_ev": -15103.663,
  "multiplicity": 2,
  "de_lowest_ev": 0.000,
  "s_squared": 0.756,
  "homo_lumo_gap_ev": [7.39, 5.10],
  "charge": -1
}